Record 1
Entry from the OMol25 dataset: a molecular structure, C16H14BCoF5N6S at a distorted geometry (wB97M-V/def2-TZVPD).

Values from the calculation:
* HOMO level (spin up / spin down): -6.99 / -8.57 eV
* spin multiplicity: 4
* LUMO (spin up / spin down): 0.0057 / -0.0748 Eh

```
44
C16H14BCoF5N6S | the OMol25 dataset | wB97M-V/def2-TZVPD
H 0.825 3.241 0.280
N 0.360 1.644 -1.097
B 0.038 0.330 -3.265
N 0.395 1.611 -2.489
C 0.758 2.803 -2.974
Co -0.168 -0.219 -0.149
H 0.821 2.955 -4.034
C 0.979 3.652 -1.907
H 1.280 4.669 -1.958
C 0.730 2.903 -0.744
H 0.095 0.459 -4.451
C -0.664 -1.577 1.010
H -0.677 -1.485 2.095
H 0.052 -2.365 0.762
H -1.638 -1.903 0.653
N -1.365 -0.055 -2.769
N 0.991 -0.750 -2.726
N -1.631 -0.228 -1.405
N 1.064 -1.038 -1.359
C -2.479 -0.255 -3.476
C 1.847 -1.522 -3.396
H -2.464 -0.155 -4.546
H 1.920 -1.437 -4.465
C -3.505 -0.568 -2.602
C 2.507 -2.337 -2.493
C -2.955 -0.545 -1.314
C 2.007 -2.017 -1.226
H -4.516 -0.788 -2.851
H 3.250 -3.069 -2.711
H -3.467 -0.772 -0.388
H 2.284 -2.447 -0.272
H -0.874 0.501 0.998
F -0.655 -0.067 7.183
C -0.166 -0.003 5.932
C -0.156 1.223 5.253
F -0.633 2.345 5.845
C 0.367 1.293 3.963
F 0.360 2.480 3.293
C 0.845 0.125 3.296
S 1.239 0.188 1.627
C 0.890 -1.088 4.055
F 1.424 -2.219 3.500
C 0.353 -1.161 5.337
F 0.334 -2.352 5.984
```

natural (NBO) population analysis, charges in e, atoms 1 to 6: 0.231 -0.370 0.538 -0.318 0.003 1.035

=====

Record 2
Entry from the OMol25 dataset: a molecular structure, C16H14BCsF4I2N2O3S2 at a distorted geometry (wB97M-V/def2-TZVPD).

Values from the calculation:
* HOMO level (spin up / spin down): -1.37 / -1.88 eV
* LUMO (spin up / spin down): 0.1431 / 0.0750 Eh
* charge: -2

```
45
C16H14BCsF4I2N2O3S2 | the OMol25 dataset | wB97M-V/def2-TZVPD
Cs 0.608 -0.263 0.484
C -5.304 1.332 0.171
C -4.059 0.792 0.827
N -2.929 1.394 0.704
N -2.909 2.570 0.085
C -2.092 2.806 -0.863
S -1.142 1.690 -1.808
S -1.752 4.514 -1.249
C -1.480 5.195 0.425
C -2.700 5.256 1.309
C -3.837 5.959 0.919
C -4.948 6.017 1.748
C -4.933 5.366 2.977
C -3.802 4.663 3.367
C -2.690 4.605 2.537
C -4.085 -0.443 1.608
C -5.256 -0.903 2.203
C -5.271 -2.029 3.009
C -4.088 -2.758 3.245
C -2.920 -2.363 2.673
C -2.858 -1.218 1.797
O -1.800 -0.934 1.217
H -5.172 1.274 -0.912
H -5.428 2.387 0.429
H -6.198 0.771 0.425
H -1.103 6.199 0.219
H -0.686 4.621 0.900
H -3.856 6.443 -0.052
H -5.830 6.562 1.431
H -5.804 5.403 3.621
H -3.772 4.143 4.317
H -1.819 4.040 2.844
H -6.179 -0.358 2.064
H -6.198 -2.349 3.466
H -4.117 -3.634 3.884
H -1.994 -2.905 2.815
I -2.697 -0.186 -2.220
I -4.893 -2.332 -2.619
O 2.739 -1.443 -0.462
O 2.482 -0.397 -1.235
F 1.348 1.521 3.566
B 0.944 2.858 3.392
F 1.968 3.742 3.778
F -0.221 3.117 4.154
F 0.640 3.053 2.010
```

Mulliken population analysis, charges in e, atoms 1 to 6: 1.086 -1.261 0.560 -0.074 -0.190 0.019

=====

Record 3
Entry from the OMol25 dataset: a molecular structure, C16H14BF5MnN6S at a distorted geometry (wB97M-V/def2-TZVPD).

Values from the calculation:
* HOMO level (spin up / spin down): -8.17 / -8.44 eV
* spin multiplicity: 6
* LUMO (spin up / spin down): 0.0164 / 0.0083 Eh

```
44
C16H14BF5MnN6S | the OMol25 dataset | wB97M-V/def2-TZVPD
H 3.183 -1.108 1.327
N 1.607 -1.787 0.112
B 0.118 -2.925 -1.586
N 1.427 -2.851 -0.744
C 2.539 -3.610 -0.727
Mn 0.167 -0.437 0.427
H 2.575 -4.492 -1.330
C 3.449 -3.034 0.154
H 4.419 -3.404 0.409
C 2.840 -1.880 0.658
H 0.150 -3.896 -2.290
C -1.729 2.654 -0.512
H -2.213 3.376 0.173
H -1.689 1.646 -0.040
H -2.287 2.632 -1.464
N 0.056 -1.621 -2.428
N -1.144 -2.894 -0.684
N 0.120 -0.339 -1.899
N -1.316 -1.851 0.206
C -0.056 -1.573 -3.762
C -2.203 -3.726 -0.611
H -0.109 -2.512 -4.302
H -2.230 -4.616 -1.220
C -0.050 -0.241 -4.154
C -3.076 -3.238 0.361
C 0.045 0.505 -2.954
C -2.499 -2.049 0.840
H -0.092 0.102 -5.168
H -3.984 -3.701 0.701
H 0.060 1.582 -2.859
H -2.861 -1.346 1.570
H -0.718 3.025 -0.751
F 0.686 5.972 3.518
C 0.603 4.629 3.436
C 1.744 3.888 3.108
F 2.927 4.526 2.952
C 1.620 2.542 2.785
F 2.714 1.845 2.393
C 0.367 1.889 2.811
S 0.210 0.189 2.654
C -0.766 2.673 3.116
F -1.995 2.104 2.996
C -0.659 4.021 3.436
F -1.776 4.773 3.574
```

natural (NBO) population analysis, charges in e, atoms 1 to 6: 0.238 -0.463 0.550 -0.314 0.019 1.425

=====

Record 4
Entry from the OMol25 dataset: a molecular structure, C16H14Br4CoN5O3S (wB97M-V/def2-TZVPD).

Values from the calculation:
* HOMO level (spin up / spin down): -4.26 / -4.34 eV
* spin multiplicity: 2
* LUMO (spin up / spin down): 0.0869 / 0.0869 Eh
* charge: -1

```
44
C16H14Br4CoN5O3S | the OMol25 dataset | wB97M-V/def2-TZVPD
Co -1.287 0.996 -0.497
Br -4.825 6.812 -0.034
C -3.428 5.537 -0.105
C -2.106 5.937 -0.007
Br -1.653 7.767 0.160
C -1.087 4.971 -0.041
Br 0.746 5.423 0.097
C -1.389 3.629 -0.169
O -0.497 2.654 -0.190
C -2.746 3.213 -0.306
O -2.939 1.934 -0.466
C -3.745 4.178 -0.250
Br -5.526 3.558 -0.393
O -2.417 -0.542 -0.637
N -2.469 -1.853 -0.472
C -3.501 -2.431 -1.136
C -3.715 -3.775 -1.125
C -2.826 -4.569 -0.382
C -1.826 -3.968 0.324
C -1.626 -2.561 0.341
S -0.480 -1.830 1.341
H -4.106 -1.715 -1.671
H -4.548 -4.188 -1.673
H -2.938 -5.645 -0.357
H -1.143 -4.541 0.934
C 4.334 -2.387 -0.416
C 4.282 -1.491 0.817
C 3.304 -2.033 1.852
C 3.980 -0.036 0.456
N 2.697 0.160 -0.198
C 1.489 0.389 0.315
N 0.646 0.468 -0.681
N 1.341 0.266 -1.809
N 2.574 0.074 -1.535
H 4.637 -3.396 -0.133
H 5.038 -2.011 -1.160
H 3.353 -2.454 -0.889
H 5.281 -1.457 1.267
H 2.289 -2.093 1.452
H 3.284 -1.414 2.752
H 3.587 -3.044 2.149
H 4.727 0.360 -0.231
H 3.976 0.584 1.353
H 1.259 0.522 1.356
```

natural (NBO) population analysis, charges in e, atoms 1 to 6: 1.238 0.051 -0.159 -0.177 0.049 -0.208

=====

Record 5
Entry from the OMol25 dataset: C16H14BrN5OS in the gas phase (wB97M-V/def2-TZVPD).

Values from the calculation:
* SMILES string: Cc1ccc2cccc(NC(=S)NC(=O)c3c(Br)cnn3C)c2n1
* HOMO level: -8.13 eV
* LUMO: -0.0154 Eh

```
38
C16H14BrN5OS | the OMol25 dataset | wB97M-V/def2-TZVPD
C 2.188 2.835 -1.015
C 1.982 1.592 -0.218
N 0.801 1.427 0.322
C 0.524 0.306 1.009
C 1.483 -0.724 1.199
C 1.148 -1.865 1.949
C -0.092 -1.970 2.520
C -1.042 -0.959 2.348
C -0.767 0.155 1.585
N -1.742 1.146 1.461
C -1.959 2.086 0.513
S -2.765 3.466 0.913
N -1.574 1.920 -0.796
C -1.123 0.858 -1.544
O -0.523 1.065 -2.581
C -1.468 -0.507 -1.119
C -2.608 -1.071 -0.543
C -2.366 -2.447 -0.509
N -1.184 -2.709 -1.031
N -0.663 -1.560 -1.413
C 0.596 -1.543 -2.099
H 0.450 -1.255 -3.141
H 1.279 -0.831 -1.638
H 1.007 -2.549 -2.043
H -2.998 -3.225 -0.134
Br -4.200 -0.233 -0.003
H -1.502 2.803 -1.293
H -2.312 1.292 2.286
H -2.015 -1.057 2.808
H -0.350 -2.837 3.107
H 1.886 -2.644 2.075
C 2.754 -0.522 0.614
C 3.002 0.621 -0.092
H 3.963 0.796 -0.553
H 3.513 -1.281 0.736
H 3.241 3.099 -1.072
H 1.814 2.667 -2.026
H 1.621 3.654 -0.581
```

natural (NBO) population analysis, charges in e, atoms 1 to 6: -0.653 0.257 -0.477 0.198 -0.114 -0.194

=====

Record 6
Entry from the OMol25 dataset: a molecular structure, C16H14Cl2CsN5O5S at a distorted geometry (wB97M-V/def2-TZVPD).

Values from the calculation:
* HOMO level: -1.62 eV
* LUMO: 0.1462 Eh
* charge: -2

```
44
C16H14Cl2CsN5O5S | the OMol25 dataset | wB97M-V/def2-TZVPD
Cs -0.141 -0.895 1.114
C -0.812 4.526 2.121
C -1.076 3.345 1.278
N -2.007 2.386 1.685
N -2.654 2.730 2.721
C -3.175 1.719 3.627
N -4.319 2.041 4.290
S -2.523 0.198 3.940
C -0.473 3.044 0.024
C -0.039 4.117 -0.747
C 0.389 3.776 -2.052
C 0.284 2.494 -2.547
C -0.249 1.538 -1.708
N -0.558 1.767 -0.432
H 0.063 4.363 2.775
H -1.709 4.792 2.716
H -0.616 5.422 1.531
H -4.507 3.019 4.472
H -4.643 1.322 5.041
H 0.064 5.130 -0.305
H 0.853 4.614 -2.675
H 0.643 2.198 -3.514
H -0.429 0.519 -2.092
O 4.981 -3.865 -3.677
C 4.088 -3.506 -2.691
C 4.367 -3.534 -1.351
C 3.347 -3.111 -0.505
N 2.169 -2.784 -0.921
C 1.817 -2.849 -2.195
C 2.779 -3.187 -3.145
C 0.398 -2.336 -2.487
O -0.163 -2.844 -3.521
O -0.121 -1.555 -1.665
C 3.513 -3.029 1.017
O 4.466 -3.606 1.562
O 2.542 -2.375 1.506
H 5.888 -4.028 -3.306
H 5.381 -3.816 -0.971
H 2.474 -3.197 -4.196
Cl -5.165 -1.515 1.158
C -4.111 -3.003 1.129
Cl -2.618 -2.909 0.191
H -4.643 -3.871 0.679
H -3.753 -3.246 2.123
```

natural (NBO) population analysis, charges in e, atoms 1 to 6: 0.947 -0.665 0.022 -0.141 -0.464 0.252